[1]
{
  "formula": "C5H14O",
  "method": "ωB97M-V with the def2-TZVPD basis set",
  "multiplicity": 1,
  "homo_lumo_gap_ev": 11.20,
  "homo_energy_ev": -10.2,
  "smiles": "CCC.CCO",
  "e_above_lowest_ev": 1.392,
  "total_charge": 0,
  "species": ["O", "C", "C", "C", "C", "C", "H", "H", "H", "H", "H", "H", "H", "H", "H", "H", "H", "H", "H", "H"],
  "positions_angstrom": [[-0.5730, -1.2403, 3.2847], [1.0010, -0.9566, 1.4527], [-0.2282, 1.2014, -1.9765], [-0.4145, -1.3648, 1.8535], [-1.3978, 0.5189, -1.2769], [1.1986, 1.0095, -1.4715], [-2.0324, -0.0418, -1.9804], [1.4154, -1.6115, 0.6801], [1.3511, 0.7897, -0.4183], [-0.2992, 0.9486, -3.0359], [-1.0987, -0.3002, -0.6286], [-0.8971, -0.3741, 3.5633], [1.7201, 0.2334, -2.0327], [-2.1675, 1.1739, -0.8878], [-1.1080, -0.7817, 1.2556], [1.6901, -1.0551, 2.2956], [1.7468, 1.9491, -1.5631], [1.1047, 0.0607, 1.1117], [-0.5813, -2.4330, 1.7957], [-0.4302, 2.2740, -2.0211]],
  "atomic_forces_ev_per_a": [[-0.5, 0.6, 0.0], [0.6, -0.8, 0.2], [-0.5, 0.8, -0.5], [0.9, 0.1, 1.3], [-0.7, -1.2, -0.9], [0.4, 0.2, 0.0], [0.4, 0.1, -0.4], [-0.2, 0.1, -0.2], [-0.6, -0.2, -0.1], [0.4, -0.3, 0.0], [0.1, 0.4, 0.6], [0.2, -0.1, -0.4], [0.1, 0.0, 0.0], [0.4, 0.3, 0.9], [-0.5, -0.2, 0.3], [-0.2, -0.2, 0.1], [0.1, -0.1, -0.5], [-0.3, 0.2, 0.1], [0.0, -0.1, -1.0], [0.0, 0.1, 0.3]]
}

***

[2]
{
  "formula": "C5H10O",
  "method": "ωB97M-V with the def2-TZVPD basis set",
  "multiplicity": 1,
  "homo_lumo_gap_ev": 10.93,
  "homo_energy_ev": -9.9,
  "smiles": "OC1CCCC1",
  "e_above_lowest_ev": 1.343,
  "total_charge": 0,
  "species": ["O", "C", "C", "C", "C", "C", "H", "H", "H", "H", "H", "H", "H", "H", "H", "H"],
  "positions_angstrom": [[0.3544, 0.0891, 1.8695], [0.3746, 1.1491, -0.4032], [0.2213, -0.8451, 0.7926], [-1.1326, -0.6986, 0.0943], [1.1750, -0.3294, -0.2625], [-0.9700, 0.5401, -0.8329], [0.1305, 1.7936, 0.4764], [-1.8532, 1.1888, -0.7805], [0.3918, -1.8320, 1.2340], [-1.9153, -0.5783, 0.8438], [-1.3546, -1.5972, -0.4961], [1.1930, 0.5383, 1.6813], [2.2274, -0.5377, 0.0382], [1.0832, -0.8796, -1.2242], [-0.8377, 0.2487, -1.8769], [0.8694, 1.8159, -1.1020]],
  "atomic_forces_ev_per_a": [[0.0, -0.5, 0.7], [0.6, -0.5, -0.5], [-0.1, -0.2, -0.1], [-0.1, 0.0, 0.1], [-0.3, 0.7, 0.1], [0.0, -0.1, -0.2], [1.0, -1.0, -0.3], [0.4, 0.1, 0.1], [0.1, -0.1, -0.5], [-0.1, 0.1, -0.1], [0.0, 0.1, 0.2], [-0.4, 0.0, 0.5], [-0.5, 1.2, 0.0], [-0.2, 0.6, 0.4], [-0.4, -0.2, 0.0], [-0.2, -0.2, -0.5]]
}

***

[3]
{
  "formula": "C8H10F3NO3PdS",
  "method": "ωB97M-V with the def2-TZVPD basis set",
  "multiplicity": 3,
  "homo_lumo_gap_ev": [2.76, 4.99],
  "homo_energy_ev": [2.7, 0.5],
  "e_above_lowest_ev": 1.942,
  "total_charge": -2,
  "s2": 2.019,
  "species": ["Pd", "S", "F", "F", "F", "O", "O", "O", "N", "C", "C", "C", "C", "C", "C", "C", "C", "H", "H", "H", "H", "H", "H", "H", "H", "H", "H"],
  "positions_angstrom": [[-0.4836, -0.5915, -0.5406], [-0.2673, 0.5187, 2.5966], [-1.2446, 0.9242, 5.0722], [0.6165, -0.2401, 5.0537], [-1.2542, -1.1682, 4.3857], [-1.5716, 1.2137, 2.2112], [0.0014, -0.7658, 1.9180], [0.8314, 1.4427, 2.6907], [-3.0803, 0.5918, 1.4439], [-0.5595, 0.8312, -2.0654], [0.8596, 0.8391, -1.7427], [1.0362, 1.6148, -0.5732], [-1.2293, 1.5274, -0.9872], [0.4659, -2.1336, -0.8124], [1.8868, -2.1005, -0.9481], [-0.2316, 2.0226, -0.0999], [-0.5419, -0.0139, 4.3851], [-2.3195, 1.7144, -0.9100], [2.2751, -1.8073, -1.9172], [2.4500, -2.3870, -0.0787], [-1.0418, 0.4050, -2.9550], [1.9828, 1.9471, -0.1423], [1.6559, 0.4631, -2.3991], [-0.4214, 2.7540, 0.6958], [-2.6861, -0.3006, 1.1452], [0.1994, -2.7163, 0.0556], [-0.0809, -2.2210, -1.7894]],
  "atomic_forces_ev_per_a": [[-2.6, 3.6, 1.1], [-0.7, -1.2, -1.6], [0.5, -0.6, -0.1], [-0.7, 0.1, -0.3], [0.4, 0.7, 0.4], [0.9, -1.2, 0.8], [-0.6, 1.8, 1.8], [-0.3, 0.1, 0.5], [0.3, 0.5, 1.0], [-0.2, 1.0, -0.2], [-0.3, 0.6, -0.9], [0.0, 1.1, 0.2], [-0.7, 0.3, -1.0], [1.9, -4.5, -1.1], [-0.2, 0.0, -0.6], [0.6, 0.7, -0.7], [-0.6, -0.1, -0.4], [1.0, -0.2, 0.0], [0.6, 0.1, 0.4], [0.7, 0.1, -0.1], [0.3, 0.3, 0.4], [-0.3, -0.4, -0.1], [-0.4, 0.0, 0.5], [0.2, -0.7, -0.3], [0.5, -0.3, -0.2], [-0.6, -0.9, 0.0], [0.3, -1.1, 0.6]]
}

***

[4]
{
  "formula": "C49H55FLaNO7P2SSi",
  "method": "ωB97M-V with the def2-TZVPD basis set",
  "multiplicity": 1,
  "homo_lumo_gap_ev": 3.35,
  "homo_energy_ev": -3.9,
  "e_above_lowest_ev": 0.000,
  "total_charge": 0,
  "species": ["La", "S", "P", "P", "Si", "F", "O", "O", "O", "O", "O", "O", "O", "N", "C", "C", "C", "C", "C", "C", "C", "C", "C", "C", "C", "C", "C", "C", "C", "C", "C", "C", "C", "C", "C", "C", "C", "C", "C", "C", "C", "C", "C", "C", "C", "C", "C", "C", "C", "C", "C", "C", "C", "C", "C", "C", "C", "C", "C", "C", "C", "C", "C", "H", "H", "H", "H", "H", "H", "H", "H", "H", "H", "H", "H", "H", "H", "H", "H", "H", "H", "H", "H", "H", "H", "H", "H", "H", "H", "H", "H", "H", "H", "H", "H", "H", "H", "H", "H", "H", "H", "H", "H", "H", "H", "H", "H", "H", "H", "H", "H", "H", "H", "H", "H", "H", "H", "H"],
  "positions_angstrom": [[-8.0767, -15.6040, 18.1525], [-11.1761, -15.7004, 18.6988], [-3.4268, -11.9474, 12.4309], [-6.1907, -16.2506, 10.7789], [-3.8616, -14.9913, 12.3250], [-7.7007, -16.2963, 20.2130], [-6.1107, -17.3472, 17.8175], [-5.4506, -15.0643, 18.5799], [-10.8283, -17.1563, 18.7125], [-8.6825, -17.8015, 16.8121], [-8.8167, -15.8895, 14.8751], [-7.3425, -13.2109, 18.7886], [-8.0557, -13.5944, 16.2023], [-10.1593, -14.6946, 18.3171], [-3.6265, -15.4294, 10.5398], [-7.2184, -18.7635, 11.5848], [-5.0237, -13.7670, 19.0792], [-9.2091, -18.1633, 15.5126], [-3.0586, -16.4628, 8.0539], [-7.9437, -20.4363, 10.0039], [-7.9099, -13.5652, 8.2145], [-7.2465, -12.4766, 16.6026], [-4.3399, -16.6483, 8.5683], [-6.9116, -14.2295, 8.9084], [-7.5975, -12.0539, 17.9802], [-2.1143, -15.6604, 8.7008], [-7.2675, -18.2398, 9.1854], [-6.2321, -13.1173, 19.6599], [-7.2939, -15.2128, 9.8370], [-3.5041, -10.4978, 13.5010], [-3.7831, -16.7288, 13.1778], [-7.9809, -18.8516, 17.4651], [-9.6236, -14.6569, 9.4830], [-3.7022, -8.1103, 13.9255], [-6.9962, -17.8434, 10.5392], [-8.4609, -13.5411, 14.8105], [-1.0542, -15.1146, 13.0697], [-3.3479, -10.7165, 14.8921], [-2.6958, -11.2626, 10.9267], [-7.6024, -20.0618, 11.3045], [-3.4289, -8.3222, 15.2872], [0.0858, -13.2952, 14.1092], [-3.2267, -11.4528, 9.6563], [-3.5822, -9.1626, 13.0131], [-9.4263, -14.6354, 14.5347], [0.1284, -14.6355, 13.7031], [-4.5993, -16.1843, 9.8357], [-4.7614, -17.2539, 18.2535], [-8.6534, -15.4182, 10.1274], [-2.4428, -15.0486, 9.9014], [-7.7382, -19.5374, 8.9525], [-2.1661, -14.2694, 12.8964], [-0.9826, -12.4414, 13.8916], [-1.5520, -10.4085, 11.1335], [-3.3881, -9.5909, 15.7524], [-9.2453, -13.7808, 8.4521], [-6.5039, -18.6580, 17.2658], [-2.5555, -10.8758, 8.5635], [-1.0895, -9.7183, 10.0401], [-2.0676, -12.8897, 13.1455], [-1.5723, -9.9429, 8.7456], [-4.3696, -15.8138, 18.0896], [-9.8395, -16.9125, 14.9380], [-7.4341, -11.6477, 15.8743], [-10.1880, -17.2339, 13.9129], [-1.7144, -14.4439, 10.3845], [-10.7004, -16.5983, 15.5876], [-8.3828, -19.8324, 17.1060], [-8.9609, -16.1040, 10.9116], [-4.3760, -17.4761, 12.5964], [-3.6168, -8.9828, 11.9542], [-5.0735, -17.1317, 7.9242], [-3.4684, -15.6065, 18.6716], [-7.0460, -18.4330, 12.6122], [-7.6428, -12.7770, 7.5622], [-2.8791, -16.9423, 7.0720], [-3.2116, -11.7226, 15.2746], [-1.2614, -9.3715, 7.8597], [-6.1448, -18.7424, 16.2163], [-4.1967, -15.5610, 17.0208], [-6.5715, -13.5895, 20.5897], [-1.2054, -10.2549, 12.1681], [-5.8631, -14.1357, 8.6606], [-2.9754, -11.0893, 7.5531], [-6.9151, -11.2877, 18.3408], [-7.4863, -13.5732, 14.1975], [-8.9696, -12.5711, 14.5697], [-6.0325, -12.0767, 19.8332], [-8.0468, -19.8396, 7.9442], [-9.6231, -14.6121, 13.4242], [-3.3903, -7.4931, 16.0024], [-8.3645, -21.4470, 9.9222], [0.8917, -12.8666, 14.6778], [-4.2076, -16.6952, 14.1906], [1.0781, -15.2219, 13.8089], [-7.0669, -17.5541, 8.4052], [-10.6567, -14.5866, 9.8553], [-2.7883, -17.1460, 13.1914], [-4.2079, -13.9183, 19.7764], [-8.2426, -18.8155, 18.5578], [-3.3273, -9.7514, 16.8277], [-10.3565, -14.4766, 15.0922], [-4.6321, -13.1801, 18.2457], [-8.4356, -18.6136, 14.8834], [-5.9211, -19.3389, 17.9407], [-8.6233, -11.6860, 18.1077], [-4.0929, -12.1090, 9.5513], [-1.1240, -16.1376, 12.7550], [-7.7057, -20.7468, 12.1857], [-4.6855, -17.6167, 19.3083], [-0.9772, -11.4347, 14.3120], [-1.1660, -15.4463, 8.1920], [-0.3465, -8.9662, 10.2149], [-4.1270, -17.8816, 17.6775], [-9.9609, -18.9878, 15.6466], [-4.0100, -7.1088, 13.6049], [-6.1727, -12.7802, 16.5119], [-10.0723, -13.3904, 7.8690]],
  "atomic_forces_ev_per_a": [[2.4, -1.0, -0.4], [-0.5, -0.8, 0.2], [-1.4, -0.2, 0.0], [0.9, 0.5, 1.3], [-1.2, 0.5, 1.8], [-0.2, 0.3, -0.4], [-1.0, -0.8, -1.2], [0.1, 1.6, 0.7], [0.2, 1.5, -0.1], [0.0, -0.2, -0.5], [-1.6, -0.3, 0.5], [-0.7, 0.0, 0.2], [-0.3, 0.3, 0.3], [-2.1, 0.3, 0.2], [0.3, -0.2, -0.3], [0.6, 1.1, -0.6], [-0.2, -1.0, -1.1], [-0.5, -0.4, 0.8], [-0.1, -0.4, -1.1], [0.3, -0.2, 0.8], [0.1, 0.3, 0.1], [0.3, 0.5, -2.2], [0.5, 0.0, -0.5], [-0.5, -1.2, 0.5], [0.4, -0.2, 0.4], [-0.2, 0.2, -0.9], [-0.1, -1.6, 2.5], [-0.5, -0.3, 1.0], [-0.5, 0.0, -0.7], [1.6, 0.6, 0.6], [-0.7, -0.7, -0.7], [-0.8, -0.6, 0.7], [0.2, 0.4, 0.2], [0.6, 0.1, -0.2], [-0.1, -1.3, -1.9], [1.8, 1.0, -0.4], [1.2, 1.1, 1.3], [-1.0, 1.5, -0.4], [1.5, 1.0, 0.5], [-0.7, -0.3, 0.9], [-1.2, 1.4, -0.5], [0.4, 0.0, 0.7], [0.9, -0.4, 0.5], [-1.0, -0.4, 1.5], [0.5, -0.5, -1.3], [-0.7, 0.1, -1.0], [-0.5, 0.5, 0.9], [-0.4, -0.2, 1.0], [-0.5, 1.1, -0.1], [-0.2, -1.4, -0.8], [-0.7, 0.1, -0.4], [0.2, -0.6, -1.2], [0.0, 0.1, -0.4], [-1.7, -0.9, -0.7], [0.8, -2.4, 0.5], [-0.9, -0.9, 0.8], [2.0, -0.1, 1.2], [-2.0, -0.5, -0.9], [0.6, 0.4, 0.1], [0.2, -0.9, 0.6], [0.1, 0.2, -0.2], [0.4, -0.3, -0.7], [0.4, -0.6, -0.5], [0.3, -0.5, 0.6], [0.1, 0.8, 0.8], [0.4, 0.5, 0.4], [0.7, -0.1, -0.6], [0.7, 0.6, 0.2], [0.2, 0.0, -0.1], [0.2, 0.5, 0.4], [-0.3, 0.1, -0.2], [0.1, -0.1, 0.4], [0.1, 0.0, -0.1], [0.2, -0.1, -0.3], [0.3, 0.5, -1.0], [0.3, 0.5, 0.6], [-0.1, 0.1, 0.0], [0.3, -0.2, 0.7], [-0.3, 0.1, 0.6], [0.0, -0.2, 0.5], [0.4, 0.0, -0.1], [0.1, 0.0, -0.8], [0.0, 0.3, 0.1], [0.5, 0.3, 0.8], [0.0, 0.4, -0.3], [-1.5, -0.3, 0.5], [0.4, -0.6, 0.4], [0.2, 0.5, 0.4], [0.3, 0.1, 0.3], [-0.1, 0.0, 1.0], [-0.2, -0.2, -0.4], [0.3, 0.5, -0.6], [0.5, -0.1, 0.1], [0.2, 0.0, -0.1], [-1.2, 0.5, 0.0], [-0.1, 0.5, -0.7], [0.4, -0.7, -0.4], [0.5, -0.2, 0.3], [0.0, 0.1, 0.5], [0.3, 0.2, -0.9], [0.2, 0.0, -0.1], [0.1, -0.1, 0.0], [0.0, 0.0, -0.2], [0.2, 0.5, 0.0], [-0.7, -0.1, -0.9], [0.1, -0.5, -0.1], [0.2, 0.2, -0.2], [0.1, -0.4, -0.1], [-0.1, 0.4, -1.1], [-0.2, 0.5, -0.6], [0.3, -0.1, -0.3], [-0.3, -0.2, 0.3], [0.5, 0.3, -0.1], [0.6, -0.6, -0.8], [0.3, 0.9, 0.0], [0.6, -0.3, -0.1], [-0.7, 0.4, 0.1], [0.4, 0.6, 0.0]]
}